This record from the OMol25 dataset describes 14 unconnected molecules or ions with the total composition C17H62O21 in a non-equilibrium geometry. The level of theory is ωB97M-V/def2-TZVPD.

M ... 602.662 g mol⁻¹
E_HOMO ... -9.59 eV
Net charge ... 0
LUMO ... -0.394 eV
Spin multiplicity ... 1
HOMO-LUMO gap ... 9.19 eV
Electronic energy ... -2264.7870 Ha

Structure (XYZ):
```
100
Properties=species:S:1:pos:R:3:forces:R:3:mulliken_charge:R:1
O -2.771737 2.349450 4.238541 -0.2 -0.4 0.6 -0.609
H -2.690250 2.168264 3.299243 0.2 0.0 0.0 0.252
H -2.140747 1.740547 4.666190 -0.2 0.5 -0.6 0.376
O -1.281562 2.108439 -3.945529 0.0 -0.1 0.3 -0.564
H -1.368288 2.646352 -3.137600 -0.1 0.0 -0.6 0.323
H -2.159456 1.741907 -4.092117 0.1 0.0 0.0 0.311
O 4.070817 2.593705 0.250178 0.2 0.1 -0.2 -0.568
H 4.972431 2.288997 0.093330 -0.1 0.0 0.0 0.261
H 4.088304 3.534818 0.037186 -0.1 -0.1 0.0 0.251
O -1.531793 3.933910 -1.819203 0.2 0.1 0.4 -0.687
H -0.808297 3.636805 -1.251833 -0.1 0.0 0.0 0.282
H -1.592905 4.883283 -1.664793 0.0 -0.1 -0.2 0.289
O -1.081641 4.750433 2.600447 0.0 0.1 -0.2 -0.558
H -1.673572 5.497097 2.451563 0.0 -0.1 0.1 0.267
H -0.495128 4.745072 1.836619 0.0 0.0 0.1 0.294
O 3.342162 2.668779 -3.337216 0.1 0.2 0.0 -0.682
H 2.977964 1.961672 -3.885364 0.0 -0.1 0.1 0.326
H 3.349549 2.295859 -2.451006 -0.1 -0.2 0.0 0.342
C -0.782760 -0.621012 4.733305 -0.9 0.4 0.2 -0.526
C -1.130144 -1.532551 3.550742 0.3 0.0 0.3 -0.040
O -0.026159 -1.718033 2.681236 0.3 0.4 -0.4 -0.575
O -0.530607 0.729183 4.323283 0.5 -0.4 -0.1 -0.552
H 0.014742 -0.940025 5.410294 0.1 -0.4 -0.4 0.269
H -1.668679 -0.493832 5.366615 -0.1 -0.4 0.0 0.355
H -2.030063 -1.152703 3.055578 0.3 0.4 -0.3 0.115
H -1.453963 -2.529175 3.854399 0.3 0.0 0.4 0.335
H 0.133694 -0.902688 2.132032 -0.7 -0.7 0.5 0.277
H 0.382822 0.800217 4.029709 -0.1 0.1 -0.2 0.134
C 4.398450 -0.461722 -5.656618 0.2 0.4 0.2 -0.555
C 4.144235 -1.122709 -4.309388 -1.4 -0.3 -1.0 -0.438
O 3.208430 -0.336190 -3.541673 0.9 -0.2 -0.1 -0.223
O 5.199137 0.714197 -5.529922 -0.4 -0.1 0.2 -0.551
H 3.406678 -0.277431 -6.091472 0.1 0.4 0.1 0.255
H 4.915424 -1.072926 -6.400348 0.0 -0.4 0.4 0.374
H 5.046353 -1.340529 -3.737446 0.1 0.0 -0.1 0.346
H 3.564941 -2.020345 -4.555888 0.6 -0.5 0.1 0.318
H 3.164671 -0.849294 -2.715569 -0.2 0.7 0.2 0.220
H 5.089898 1.004068 -4.615968 0.0 0.4 -0.1 0.351
C 3.488472 -0.582370 3.048336 -0.9 -0.8 0.0 -0.151
C 3.523182 0.919216 3.245505 1.2 -0.1 -0.7 -0.585
O 2.626403 1.604380 2.412884 -1.1 0.3 -0.1 -0.489
O 4.158247 -1.024609 1.852248 0.6 0.6 0.6 -0.406
H 2.483931 -0.995430 2.920972 -0.2 0.4 0.2 -0.034
H 3.890547 -1.099347 3.924238 0.3 0.1 0.0 0.435
H 4.556614 1.218157 3.014802 0.0 0.1 0.0 0.360
H 3.391841 1.229042 4.282308 -0.5 -0.2 0.0 0.342
H 2.959532 1.908466 1.545908 0.7 -0.2 0.6 0.243
H 5.093555 -0.947552 2.083139 0.0 -0.2 -0.4 0.257
C -4.579754 3.661723 1.337520 -0.3 0.2 0.5 0.220
C -5.656980 4.186376 0.410883 0.3 -0.8 -0.5 -0.419
O -6.686105 3.229673 0.213810 -0.9 0.4 0.2 -0.523
O -4.995302 3.640229 2.696604 0.0 0.4 -0.2 -0.528
H -3.697074 4.299067 1.245355 0.1 -0.1 0.2 0.045
H -4.309961 2.638318 1.075134 0.2 0.0 -0.5 0.060
H -5.207811 4.464931 -0.549262 0.1 -0.1 -0.1 0.274
H -6.122225 5.094865 0.788576 -0.1 -0.1 0.3 0.287
H -6.376496 2.350138 -0.012026 0.5 0.1 -0.1 0.289
H -5.288185 2.754252 2.917512 0.0 0.0 0.1 0.317
C -3.816464 -4.049645 1.298850 0.2 0.2 0.1 -0.365
C -4.291848 -2.880309 0.438775 0.0 -0.4 -0.3 -0.486
O -3.463145 -1.756159 0.269395 0.3 -0.2 0.4 -0.300
O -3.430643 -3.644093 2.597998 0.0 0.7 0.2 -0.436
H -2.962365 -4.554494 0.836432 -0.1 -0.1 -0.2 0.176
H -4.682071 -4.716365 1.326529 0.1 -0.3 0.0 0.409
H -5.259413 -2.577747 0.840662 0.1 0.4 0.0 0.394
H -4.468547 -3.317278 -0.553289 -0.3 -0.2 0.0 0.264
H -2.670500 -2.035086 -0.237024 -0.4 0.2 0.2 0.178
H -3.595919 -4.296693 3.280223 -0.2 -0.3 -0.3 0.262
C 2.744571 -3.482762 0.099543 -1.5 0.9 0.0 -0.906
C 2.341900 -2.117298 -0.489803 0.2 0.0 -0.5 2.986
O 3.466567 -1.363523 -0.927677 0.0 0.1 -0.5 -0.580
O 2.619885 -4.508053 -0.872890 0.2 -0.2 0.1 -0.551
H 1.985815 -3.637151 0.871752 0.2 -0.6 0.1 0.355
H 3.722893 -3.472272 0.576020 0.1 0.2 -0.1 0.309
H 1.588015 -1.535876 0.057111 0.8 0.0 0.9 -1.064
H 1.742483 -2.257580 -1.398899 0.4 -0.6 -0.1 -1.128
H 3.927628 -0.930988 -0.200749 -0.4 -0.2 0.4 0.239
H 3.441473 -4.533971 -1.372976 -0.1 0.0 -0.1 0.335
C -1.602583 -3.306014 -2.427804 -1.4 -0.3 0.6 -0.479
C -1.109581 -2.670841 -3.696546 1.4 0.9 0.7 -0.459
O 0.324033 -2.644804 -3.777109 -0.2 -0.4 -0.2 -0.531
O -1.302830 -2.521133 -1.257934 0.6 0.2 -0.2 -0.355
H -1.306637 -4.339677 -2.240227 0.3 0.0 -0.4 0.408
H -2.698330 -3.292661 -2.456039 0.0 -0.2 -0.3 0.256
H -1.402916 -1.615958 -3.646897 -0.4 -0.1 -0.2 0.215
H -1.487931 -3.130350 -4.606529 -0.2 -0.2 0.1 0.353
H 0.677809 -2.857347 -2.908924 0.0 0.0 0.0 0.224
H -0.829590 -3.022686 -0.585562 0.1 -0.1 -0.2 0.156
C 1.020733 0.841403 -0.980787 0.1 1.3 -0.8 0.020
C 0.039372 1.246311 0.135577 1.8 -1.6 -1.2 0.721
C -1.344600 0.866844 -0.326653 -0.4 0.3 0.4 -0.485
O 0.409811 0.458602 1.274253 0.0 0.5 0.5 0.444
H 2.076544 1.032695 -0.774157 0.0 -0.2 0.5 0.116
H 0.854028 1.471425 -1.865013 -0.3 -0.2 -0.1 0.500
H 0.890823 -0.192645 -1.294452 -0.1 0.1 0.1 -0.702
H 0.201011 2.301716 0.380235 -0.5 0.1 0.0 -0.047
H -1.446053 -0.188767 -0.573677 0.4 -0.1 0.5 -0.459
H -1.608770 1.326721 -1.279431 0.0 0.5 0.2 0.317
H -2.044887 1.132715 0.462501 -0.4 -0.1 -0.2 0.144
H 1.244833 0.800384 1.679232 -0.6 0.0 -0.3 -0.239
```
Forces are in eV/Å.